Here is 3 unconnected molecules or ions with the total composition CH3N2O2 at a distorted geometry from the Open Molecules 2025 dataset. Energies are from ωB97M-V/def2-TZVPD.

The geometry in XYZ format:
```
8
Properties=species:S:1:pos:R:3
H -0.1518 1.0514 1.8763
N 0.4160 1.1633 0.1530
C -0.6476 -1.3709 -0.8461
O -1.7675 -1.4135 -0.3908
H -0.0007 -0.2602 -0.1716
N 0.7754 1.2993 1.4376
O 0.0496 -1.8981 -1.6681
H 1.3266 1.4286 -0.3903
```

Values from the calculation:
Orbital gap (alpha / beta) (Eh): 0.2517 / 0.2662
LUMO energy (alpha / beta) (eV): 4.12 / 4.53
Total energy (eV): -8158.85735
M (u): 75.0
Energy relative to the best compared isomer or geometry (same formula, charge and spin) (kcal/mol): 61.3
Charge: -1
E_HOMO (alpha / beta) (eV): -2.7 / -2.7

The net atomic charges from natural (NBO), expressed in e, are: 0.278, -0.437, 0.742, -0.709, 0.035, -0.506, -0.704, 0.302